Entry 1:
Below is a structure of composition C56H49N5NiOP2SSi, with properties calculated with ωB97M-V/def2-TZVPD.

Its total charge is 0. For the HOMO-LUMO gap (alpha / beta), the calculation gives 0.26375 / 0.26393 hartree. Its multiplicity is 3. For the LUMO energy (alpha / beta), the calculation gives -0.1 / 0.0 eV.

Each line ends with the Mulliken spin population.
Element x y z (Å)
C -2.95029 -2.00317 -2.07053  0.01
H 2.50645 3.15660 -3.89023  0.00
C -0.37441 4.91187 -3.60197  0.00
C -2.63002 2.56679 -0.37813  0.01
H -6.33995 -1.97226 -1.98851  0.00
H 3.67422 -0.10170 2.28987  0.00
C 1.50800 3.41870 -3.56520  0.00
N -3.62793 -0.46244 2.54776  0.01
C 3.94649 -2.27889 0.28326  0.00
H -1.74678 -3.77797 -1.88775  0.00
C -0.69393 5.21390 4.06918  0.00
C 1.08374 -1.92764 3.45695  0.00
C -0.29093 2.98414 3.24808  0.01
C 6.30961 -2.54918 0.75393  0.00
C 6.61057 -2.39198 -0.59069  0.00
C 0.82688 2.58077 -2.69727  0.00
C -0.03783 -5.57240 -0.23475  0.00
H -0.08908 4.75976 2.06184  0.00
C 4.27127 -2.12555 -1.06448  0.01
C -2.72894 1.11682 -3.54042  0.00
C -2.75408 -3.37599 -1.93445  0.00
C 2.76546 1.30711 -0.15720  0.00
C 2.05504 -1.49486 2.55267  -0.01
H 5.81337 -2.06497 -2.55582  0.00
C 3.60894 3.05368 1.21921  0.00
Si 2.13144 -2.20365 0.79659  0.00
C 0.78785 -2.08209 -5.91538  0.00
C -2.39339 3.79801 0.22954  0.01
C 0.94641 -1.34333 4.70733  0.00
C -4.52498 3.68037 1.33025  0.00
H -2.06554 4.31683 -2.43029  0.00
C 0.10491 2.05750 2.16562  0.02
C 2.76403 0.13678 4.20606  0.00
C 2.39686 3.07687 1.88073  0.00
C 0.91045 4.58831 -4.01202  0.00
C -2.36042 -0.30487 2.08085  -0.03
H 2.22929 3.73836 2.71768  0.00
N 1.58235 1.35093 0.45122  0.03
H 1.68253 0.15453 6.05976  0.00
C 1.81226 -4.93554 1.72319  0.00
N -0.61732 1.04563 1.79736  0.06
C -0.45689 2.90214 -2.26743  0.02
C 3.80847 2.14690 0.18748  0.00
C 1.28184 -6.21494 1.66473  0.00
C 4.99008 -2.49215 1.18094  0.00
H 3.47364 -1.96340 -1.78293  0.00
H 4.75458 2.07093 -0.32941  0.00
H -3.14024 5.30017 1.55962  0.00
H 7.10383 -2.71376 1.47192  0.00
P -1.31678 1.67819 -1.23938  0.01
H -0.58109 1.40451 4.65760  0.00
H -3.17396 0.28206 -4.07946  0.00
H -1.19948 2.92822 6.51135  0.00
C -3.33716 4.34924 1.08165  0.00
H 1.34060 -2.32864 -6.81274  0.00
H 2.53425 -4.69951 2.49895  0.00
C -0.63268 -1.45537 -3.60612  0.00
H 3.42776 0.94360 4.49457  0.00
N -2.04136 0.62760 -2.34973  -0.01
C 2.89526 -0.45682 2.95901  0.00
H -3.97829 0.89791 -0.50656  0.00
P -1.46306 -0.95820 -2.05872  0.00
H -0.73146 6.28188 3.89579  0.00
C -1.30318 -1.88561 -4.75068  0.00
Ni -0.02021 0.00852 0.09021  1.75
H -0.75963 -5.82380 -1.00351  0.00
C 1.39305 2.19657 1.47568  -0.01
H -5.97181 -4.40886 -1.76363  0.00
H 2.54343 -1.61403 -4.77628  0.00
C -5.12828 -3.73676 -1.85167  0.00
O 1.34342 -1.32481 -0.28326  0.03
H -5.25856 4.11303 1.99805  0.00
H -3.99822 -1.39495 2.59167  0.00
H -3.66207 -5.29840 -1.71530  0.00
S -1.63113 -1.61058 1.26288  0.07
C -1.05786 4.06926 -2.73921  0.00
C -4.25220 -1.51003 -2.08255  0.00
C -5.33381 -2.37192 -1.97581  0.00
H -3.52389 1.80967 -3.25243  0.00
C 1.78663 -0.30657 5.08484  0.00
C 5.58535 -2.18119 -1.50283  0.00
C -3.83376 -4.23598 -1.82955  0.00
C -0.59685 -2.19476 -5.90164  0.00
H -5.67630 1.90854 0.94655  0.00
C 1.43148 -3.95275 0.81052  0.01
C 0.75647 -1.36864 -3.62000  0.01
H -2.03689 1.63213 -4.21149  0.00
C 0.35380 -6.53589 0.68307  0.00
C -1.00430 4.70039 5.31932  0.00
C -0.60817 2.47376 4.50527  0.00
H 1.44408 5.24611 -4.68565  0.00
H -2.38159 -1.99202 -4.73339  0.00
H 0.19579 -3.52768 -0.87525  0.00
C -0.95822 3.33004 5.53561  0.00
H 1.29042 1.66150 -2.35952  0.00
H 4.40339 3.72318 1.52279  0.00
C 1.46240 -1.67565 -4.77441  0.00
H -3.94264 0.22152 3.21800  0.00
H -0.06312 -7.53423 0.63553  0.00
H 4.77205 -2.60599 2.23799  0.00
H -4.43127 -0.44742 -2.16911  0.00
C -0.33426 4.35889 3.03819  0.00
H -1.12415 -2.52854 -6.78604  0.00
H 1.58849 -6.96334 2.38522  0.00
H -1.28030 5.36712 6.12613  0.00
H 0.17922 -1.69730 5.38555  0.00
C 0.49555 -4.29437 -0.16557  0.00
H -1.46462 4.32516 0.04668  0.00
N -1.81972 0.87718 2.35259  0.00
C -4.76154 2.44829 0.73879  0.00
H 0.41214 -2.72826 3.17260  0.00
C -3.81320 1.88582 -0.09825  0.00
H 1.27373 -1.10425 -2.70074  0.00
H 2.86851 0.53945 -0.91216  0.00
H 7.63893 -2.43458 -0.92760  0.00
H -0.84700 5.81672 -3.96114  0.00


Entry 2:
Below is a structure of composition C56H50N6P2PdS at a distorted geometry, with properties calculated with ωB97M-V/def2-TZVPD.

Its total charge is -2. For the HOMO-LUMO gap, the calculation gives 0.09819 hartree. Its multiplicity is 1. For the LUMO energy, the calculation gives 3.6 eV.

Each line ends with the Mulliken charge.
Element x y z (Å)
C 2.52390 1.66437 3.19015  0.59
N 0.93522 0.21858 -1.88684  0.72
C 0.56342 -5.30788 1.21107  0.63
C -1.43359 4.23892 -1.55361  -0.35
P -1.19900 2.84690 -0.27386  1.99
C -0.38363 0.68043 -3.90958  0.18
C -1.89401 5.51751 -1.21497  -0.47
H -0.69423 4.88955 -4.81859  0.42
C -2.62015 -2.20600 -0.36935  1.04
H 4.88892 4.04555 7.37945  0.38
H 4.90060 -0.58957 -2.81924  0.29
H 5.05001 1.93193 1.42537  0.23
H -0.64587 3.06244 -3.15034  0.40
C -1.47134 6.33693 -3.44086  -0.44
C 4.35381 0.97337 -6.76291  -0.74
H -3.88434 0.84118 -5.60248  0.38
C -2.36557 1.19297 4.11003  -0.61
C 3.18365 2.32453 4.32408  0.31
H 0.52050 4.49507 0.28399  0.45
C 1.52203 -1.94982 0.31714  -0.52
C -1.91016 6.55561 -2.13786  -0.73
C -1.00212 4.04507 -2.86285  -0.10
C 1.38791 -7.33574 2.29890  -0.60
H 3.05088 2.41820 7.71908  0.39
H -2.08025 -1.93940 -1.27941  -0.20
H -3.31681 3.97332 0.46320  0.35
C -2.87268 2.97082 0.48974  -1.49
C -2.79489 0.49996 -3.77808  -0.92
C -2.90906 0.78746 -5.13193  -0.52
H 1.82937 3.12520 -4.80935  0.52
C 4.41985 3.56372 6.53081  -0.39
C 2.52690 2.51503 -5.37202  0.08
C -0.04771 1.70669 3.66738  0.65
N 1.10704 0.64546 1.78201  0.80
C -4.49833 -3.77679 0.10870  -0.33
H -4.24892 -5.02988 1.90624  0.35
H -3.21946 0.55033 3.93164  0.42
C 2.17843 0.04876 -1.54403  -0.82
C -0.34654 -6.12695 0.50537  -0.42
H -2.26143 7.53873 -1.84121  0.36
C 2.82923 1.23770 -4.89564  -0.02
H 2.05438 -7.79722 3.02064  0.34
H -1.10890 0.02600 2.83443  0.32
H -1.47217 7.14783 -4.16132  0.34
H 0.49381 -9.20076 1.69853  0.35
H -3.41753 2.56786 5.38552  0.37
C 1.41215 -5.95666 2.13185  -0.51
C 2.32205 0.49195 1.31838  -0.56
C -2.43301 -4.04785 1.33162  -0.13
H 3.98645 -0.52515 -5.27542  0.44
H 1.98939 1.32030 5.78641  0.49
C 0.91526 0.60687 -3.19778  0.18
H -2.78484 2.62606 1.51923  0.30
H -3.67224 0.31407 -3.16869  0.45
C -1.02558 5.07453 -3.80081  -0.52
C -0.21096 3.93867 0.87501  -1.27
N 0.23938 -1.80737 0.10266  0.34
H 4.49792 2.62551 -8.12898  0.37
H 4.93126 0.16969 1.42069  0.47
C -1.54871 0.44668 -3.17460  0.90
H -5.51286 -4.11887 -0.08460  0.34
C -1.78681 -3.13061 0.48432  -0.01
C 4.83099 3.85452 5.24052  -0.68
C 2.78370 2.03920 5.63191  -0.15
H 3.51850 -3.65090 2.04780  0.20
H -2.23814 5.71055 -0.20420  0.22
H 5.62489 4.57297 5.07546  0.36
C 3.38637 2.65432 6.71632  -0.77
C -1.37702 3.16068 5.06826  -0.96
N 3.02146 0.35332 -2.58586  0.42
C 0.51030 -8.12469 1.56951  -0.41
H -1.06533 -8.09224 0.10504  0.37
H 2.85754 3.99746 -6.88002  0.40
N 1.83432 -3.17410 0.85171  0.23
H 3.85796 -3.15658 0.38446  0.42
H 2.07211 -5.36448 2.75466  0.38
C 3.75656 0.47933 -5.61017  -0.32
H -1.03757 -5.64992 -0.17975  0.47
H 0.66320 3.53608 4.54970  0.53
C -0.36303 -7.49636 0.67708  -0.66
H -4.51176 -2.40349 -1.50674  0.25
H 4.52357 3.52247 3.15128  0.41
H 5.06547 0.36244 -7.30492  0.36
H -1.46093 4.06563 5.65951  0.37
C 3.11399 3.00562 -6.52794  -0.69
H 4.79141 0.58995 -1.51522  0.23
H -1.48120 0.24772 -2.10847  -0.12
P 2.79726 -0.70142 0.00688  -0.67
H 4.85833 1.14095 -3.19447  0.43
C -0.50848 0.93013 -5.28049  -0.25
C 4.03442 2.23876 -7.22981  -0.42
C -1.75827 0.99305 -5.88156  -0.97
S -2.98840 -0.51150 0.42756  -0.58
N 3.22996 1.11505 2.13533  0.29
C -2.47543 2.32323 4.90829  -0.37
H 0.32334 3.31672 1.59030  0.06
C -3.76485 -4.35179 1.21059  -1.08
C 4.47248 0.37199 -2.53027  -0.93
H -3.51497 2.25443 -0.02558  0.23
C -0.37913 -2.98234 0.50249  -0.73
C 3.16676 -3.71227 1.01235  -1.33
H -0.83572 4.65258 1.42830  0.33
Pd -0.74123 0.54911 0.21051  -0.36
C 1.19459 1.35629 2.94547  -1.30
C 4.67060 1.06748 1.97479  -1.26
C 4.21965 3.24471 4.15232  -0.39
H 5.15322 1.03381 2.94904  0.47
C -1.16381 0.88693 3.48719  -0.43
H 3.18080 -4.75606 0.70890  0.55
C -0.17320 2.85565 4.44893  0.19
H 0.36654 1.06078 -5.89555  0.44
C 2.22529 0.74449 -3.64634  -0.07
H -1.82963 1.20381 -6.94300  0.39
H -1.84354 -4.55034 2.09532  0.49
C 0.62362 -3.88471 0.93979  0.16
C -3.94823 -2.83265 -0.68288  -1.05


> Look up the total charge of the first one.

0


> Which value of total charge does entry 1 give?

0


> multiplicity of number 1 (C56H49N5NiOP2SSi)?

3


> Among the records above, which one has the highest multiplicity?

C56H49N5NiOP2SSi